# C5H8N4O2

A cluster of 2 separate species, C5H8N4O2 in total in a non-equilibrium geometry (ωB97M-V with the def2-TZVPD basis set, OMol25).

Structure (XYZ):
```
19
C5H8N4O2 ωB97M-V with the def2-TZVPD basis set
C 2.18600 1.53391 -0.69800
C 2.84136 0.47754 -0.08036
C 0.64181 0.13077 -0.03535
C 1.86744 -1.57483 1.15915
C -2.25374 0.38184 -0.42087
N 0.85376 1.31806 -0.71246
N 1.78068 -0.40603 0.36942
N -2.09204 1.71133 -0.14374
N 4.17052 0.18921 0.18928
O 4.99062 1.01284 -0.18218
O 4.41326 -0.81912 0.85345
H 2.68668 2.49817 -0.90606
H 2.54602 -1.38056 2.03512
H 0.86423 -1.69080 1.58121
H 2.25076 -2.56957 0.61804
H -1.54898 0.00327 -1.17804
H -2.60445 -0.17873 0.48163
H -2.11403 2.10733 0.86661
H -1.39312 2.18520 -0.63445
```

Summary:
E = -15362.5915 eV
Orbital gap (spin up / spin down) = 6.375 / 6.712 eV
Energy above the lowest of the compared OMol25 structures with the same formula, charge and spin = 832.4 kJ/mol
E_HOMO (spin up / spin down) = -8.09 / -8.28 eV
2S+1 = 1

In elementary charge units, the Mulliken charges are: -0.542, 0.134, -0.485, -0.861, -0.207, -0.364, 0.409, -0.319, 0.941, -0.621, -0.629, 0.380, 0.327, 0.360, 0.209, 0.370, 0.276, 0.288, 0.333



# C5H8N4O2S

A cluster of 2 separate species, C5H8N4O2S in total in a non-equilibrium geometry (ωB97M-V with the def2-TZVPD basis set, OMol25).

Structure (XYZ):
```
20
C5H8N4O2S ωB97M-V with the def2-TZVPD basis set
C 2.14817 0.54180 -0.66735
C 3.02104 1.42155 -0.09559
C 0.95184 1.12127 -0.47145
C -1.07819 -0.81536 0.64636
C -1.03749 -0.68564 -0.91713
N 2.41505 2.41451 0.50588
N 1.14253 2.27866 0.22608
N -1.71722 0.38770 1.20919
N -0.99729 0.68898 -1.24757
O -1.45234 2.81531 0.20251
O -3.35154 1.49845 -0.54956
S -1.96830 1.46482 -0.05816
H 2.48004 -0.29351 -1.27799
H 3.97622 1.18098 0.14108
H -1.71912 -1.68551 0.97115
H -0.09384 -0.81177 1.15721
H -0.24956 -1.27387 -1.43480
H -2.08021 -0.94181 -1.23512
H 0.25885 2.82402 0.65459
H -2.65796 0.23600 1.34794
```

Summary:
E = -26200.0475 eV
Orbital gap = 9.067 eV
Energy above the lowest of the compared OMol25 structures with the same formula, charge and spin = 587.7 kJ/mol
E_HOMO = -9.86 eV
2S+1 = 1

In elementary charge units, the Mulliken charges are: -0.401, -0.522, 0.417, -0.453, -0.464, -1.110, 0.552, -0.367, -0.288, -0.725, -0.634, 1.057, 0.340, 0.474, 0.405, 0.246, 0.304, 0.356, 0.449, 0.364



# C5H8N4S2

The molecule C5H8N4S2 in a non-equilibrium geometry (ωB97M-V with the def2-TZVPD basis set, OMol25).

Structure (XYZ):
```
19
C5H8N4S2 ωB97M-V with the def2-TZVPD basis set
C 1.54578 0.31570 1.40612
C 0.29075 -0.30736 1.01788
N -0.34760 -1.25749 1.88472
C -1.43562 -1.73861 1.30642
N -1.54968 -1.23464 0.06999
C -0.54956 -0.38909 -0.10027
N -0.48256 0.58554 -1.44503
N -1.75434 0.71047 -1.89606
C 0.49431 0.41314 -2.32332
S 2.00853 0.10103 -1.91036
S 0.01533 0.72318 -3.95169
H 2.29735 -0.45931 1.73972
H 2.01727 1.01082 0.63446
H 1.54582 0.89830 2.27432
H -0.01331 -1.50600 2.83537
H -1.86719 -2.49674 1.91537
H -2.14129 1.62640 -1.68692
H -2.32761 -0.00676 -1.59267
H 1.18768 0.20215 -4.28961
```

Summary:
E = -32943.3064 eV
Orbital gap = 8.619 eV
Energy above the lowest of the compared OMol25 structures with the same formula, charge and spin = 36.2 kJ/mol
E_HOMO = -8.04 eV
Structure (SMILES) = Cc1[nH]cnc1N(N)C(=S)S
2S+1 = 1

In elementary charge units, the Mulliken charges are: -1.311, 0.149, -0.079, -0.271, -0.726, 0.590, 0.190, -0.608, 0.527, -0.447, -0.166, 0.303, 0.232, 0.414, 0.234, 0.391, 0.194, 0.255, 0.130



# C5H8N5

A cluster of 2 separate species, C5H8N5 in total in a non-equilibrium geometry (ωB97M-V with the def2-TZVPD basis set, OMol25).

Structure (XYZ):
```
18
C5H8N5 ωB97M-V with the def2-TZVPD basis set
C 1.26744 0.08756 1.71877
C -0.51474 1.28787 1.12618
C 0.21566 -2.93210 -2.92021
C 1.18619 -1.07993 -1.53168
C -1.74157 1.80775 0.59682
N 1.26848 1.10410 2.49488
N 0.77788 -2.00456 -2.21572
N -0.21790 -0.82942 0.11314
N 0.18554 1.84228 2.09678
N 0.19777 0.12396 0.79964
H 2.10709 -0.55936 1.85058
H -0.07663 -2.72084 -3.96025
H 0.02368 -3.97435 -2.59711
H 2.06133 -0.64198 -1.39592
H -1.99685 1.41849 -0.47397
H -2.65988 1.62679 1.27290
H -1.79824 2.90860 0.44215
H -0.28526 2.53515 2.58303
```

Summary:
E = -12751.4491 eV
Orbital gap (spin up / spin down) = 7.098 / 6.945 eV
Energy above the lowest of the compared OMol25 structures with the same formula, charge and spin = 600.9 kJ/mol
E_HOMO (spin up / spin down) = -12.12 / -12.10 eV
Total charge = +1
2S+1 = 1

In elementary charge units, the Mulliken charges are: -0.015, 0.669, -0.211, -0.164, -1.191, -0.598, -0.029, -1.013, 0.239, 0.689, 0.460, 0.257, 0.265, 0.414, 0.308, 0.310, 0.380, 0.229



# C5H8N5O3

The ion C5H8N5O3 with charge +1 in a non-equilibrium geometry (ωB97M-V with the def2-TZVPD basis set, OMol25).

Structure (XYZ):
```
21
C5H8N5O3 ωB97M-V with the def2-TZVPD basis set
N -2.11773 1.14205 -0.04740
C -0.91431 1.44724 0.35101
N -0.63746 2.45050 1.11121
N 0.12528 0.65038 -0.08125
N 1.45005 1.17937 -0.01413
N 2.44109 0.52259 0.77481
O 2.19339 -0.08089 1.77608
O 3.51342 0.76122 0.34360
C -0.00059 -0.70059 -0.48789
C 0.82201 -1.76528 -0.42047
C 0.02200 -2.87685 -0.82326
C -1.24509 -2.39921 -0.94493
O -1.23872 -1.08981 -0.87728
H -2.33686 0.47651 -0.75084
H -2.82537 1.66375 0.39064
H -1.42732 3.13294 1.39344
H 0.18642 2.57502 1.53671
H 1.93689 1.54540 -0.77973
H 1.86248 -1.88066 -0.17630
H 0.34184 -3.98512 -0.80555
H -2.15141 -2.76856 -1.46846
```

Summary:
E = -18895.8351 eV
Orbital gap = 9.321 eV
Energy above the lowest of the compared OMol25 structures with the same formula, charge and spin = 216.9 kJ/mol
E_HOMO = -12.52 eV
Total charge = +1
Structure (SMILES) = NC(=[NH2+])N(N[N+](=O)[O-])c1ccco1
2S+1 = 1

In elementary charge units, the Mulliken charges are: -0.291, 0.718, -0.325, 0.427, -0.595, 1.060, -0.511, -0.602, 0.191, 0.051, -0.629, -0.401, -0.373, 0.289, 0.162, 0.277, 0.194, 0.224, 0.456, 0.316, 0.363



# C5H8NO

A cluster of 2 separate species, C5H8NO in total in a non-equilibrium geometry (ωB97M-V with the def2-TZVPD basis set, OMol25).

Structure (XYZ):
```
15
C5H8NO ωB97M-V with the def2-TZVPD basis set
C -4.46461 0.90691 0.52309
C -3.28489 0.49122 0.01380
C 3.81112 0.89405 -0.50561
C -2.33933 -0.28465 -0.49201
C 2.32121 0.47328 -0.65427
N 1.55986 0.93673 0.24963
O 0.33714 0.60735 0.30856
H -5.39540 0.98182 -0.13636
H 4.34540 1.12515 -1.36682
H 3.70891 1.75176 0.04764
H 4.36966 0.04479 -0.21248
H -1.34451 0.05844 -0.70561
H -2.49279 -1.33016 -0.49722
H -4.58407 0.83637 1.55021
H 2.11201 -0.21562 -1.53361
```

Summary:
E = -8847.8590 eV
Orbital gap = 5.923 eV
Energy above the lowest of the compared OMol25 structures with the same formula, charge and spin = 325.8 kJ/mol
E_HOMO = -2.19 eV
Total charge = -1
2S+1 = 1

In elementary charge units, the Mulliken charges are: -0.661, 0.322, -0.990, -0.571, -0.139, -0.480, -0.562, 0.209, 0.312, 0.374, 0.197, 0.188, 0.241, 0.255, 0.306



# C5H8NO

The ion C5H8NO with charge +1 in a non-equilibrium geometry (ωB97M-V with the def2-TZVPD basis set, OMol25).

Structure (XYZ):
```
15
C5H8NO ωB97M-V with the def2-TZVPD basis set
C 1.09619 -0.96114 1.71192
C 0.57030 -1.81204 0.79276
C 0.93521 0.33693 1.48495
C -0.15000 -1.23116 -0.37803
C -1.01816 1.98706 -1.37151
N 0.00841 0.14820 -0.48749
O -1.19363 0.69883 -0.71593
H 1.73578 -1.26247 2.43961
H 0.75944 -2.88163 0.85803
H 1.26956 1.27517 1.91219
H 0.18902 -1.78817 -1.16384
H -1.19951 -1.42941 -0.31441
H -2.00433 2.34295 -1.83713
H -0.24619 1.77657 -2.18534
H -0.75208 2.80031 -0.74578
```

Summary:
E = -8838.1169 eV
Orbital gap (spin up / spin down) = 6.949 / 7.258 eV
Energy above the lowest of the compared OMol25 structures with the same formula, charge and spin = 641.0 kJ/mol
E_HOMO (spin up / spin down) = -13.78 / -13.83 eV
Total charge = +1
2S+1 = 1

In elementary charge units, the Mulliken charges are: -0.454, 0.014, -0.195, -0.529, -0.513, -0.212, -0.134, 0.472, 0.414, 0.380, 0.432, 0.492, 0.251, 0.305, 0.276



# C5H8NO

The ion C5H8NO with charge +1 in a non-equilibrium geometry (ωB97M-V with the def2-TZVPD basis set, OMol25).

Structure (XYZ):
```
15
C5H8NO ωB97M-V with the def2-TZVPD basis set
O 1.40901 -1.89579 -0.32623
C 1.98989 -0.83056 -0.15759
C 1.41990 0.55705 0.05801
C -0.01402 0.95354 -0.12302
N -0.90162 -0.16509 -0.00860
C -1.46420 -1.01658 0.75048
C -1.58612 -1.21919 -0.73699
H 3.14564 -0.82808 -0.04210
H 1.94265 1.28988 -0.61744
H 1.70973 0.75141 1.06991
H -0.32773 1.70581 0.51487
H -0.12422 1.33867 -1.14101
H -1.56928 -1.18997 1.76451
H -2.57764 -0.94331 -1.11254
H -0.75234 -1.96394 -1.12253
```

Summary:
E = -8841.7030 eV
Orbital gap = 9.325 eV
Energy above the lowest of the compared OMol25 structures with the same formula, charge and spin = 295.0 kJ/mol
E_HOMO = -14.35 eV
Total charge = +1
Structure (SMILES) = O=CCC[N+]1=CC1
2S+1 = 1

In elementary charge units, the Mulliken charges are: -0.470, 0.094, -0.483, -0.521, 0.074, 0.055, -0.380, 0.317, 0.343, 0.351, 0.345, 0.311, 0.418, 0.296, 0.250



# C5H8NO4P

The ion C5H8NO4P with charge -2 in a non-equilibrium geometry (ωB97M-V with the def2-TZVPD basis set, OMol25).

Structure (XYZ):
```
19
C5H8NO4P ωB97M-V with the def2-TZVPD basis set
H 3.55957 0.65919 -0.38536
N 2.74673 0.05504 -0.75809
C 1.78717 0.16557 0.05747
C 0.40042 -0.84687 -0.47873
O 0.67246 -2.03182 -0.58060
C -0.94550 -0.25085 -0.52513
C -1.70457 -0.64247 -1.84504
C -1.44651 -0.51700 0.96417
P 1.49125 1.33753 1.46920
O 0.64643 2.36589 0.77089
O 2.87504 1.86425 1.79141
O 0.74412 0.47013 2.49192
H -0.67165 0.84903 -0.65031
H -1.55880 0.27829 -2.37256
H -1.10281 -1.40440 -2.25888
H -2.76599 -0.88210 -1.57138
H -0.71781 0.10487 1.71280
H -1.46671 -1.57494 1.12387
H -2.54284 0.00066 1.04434
```

Summary:
E = -24283.4669 eV
Orbital gap = 6.142 eV
Energy above the lowest of the compared OMol25 structures with the same formula, charge and spin = 0.0 kJ/mol
E_HOMO = -0.08 eV
Total charge = -2
Structure (SMILES) = [H]/N=C(/C(=O)C(C)C)P(=O)([O-])[O-]
2S+1 = 1

In elementary charge units, the Mulliken charges are: 0.333, -0.873, 0.408, -0.034, -0.645, 0.849, -1.285, -1.174, 0.745, -0.766, -0.842, -0.835, 0.168, 0.315, 0.350, 0.283, 0.399, 0.368, 0.234



# C5H8NOPS

The molecule C5H8NOPS in a non-equilibrium geometry (ωB97M-V with the def2-TZVPD basis set, OMol25).

Structure (XYZ):
```
17
C5H8NOPS ωB97M-V with the def2-TZVPD basis set
C -0.01189 -0.11560 -0.54979
C 1.41541 0.14316 1.53969
C -1.18002 -0.27166 -0.00830
C 0.72686 -0.15973 -1.76874
C -2.49699 -0.82088 -0.55380
N -1.36828 -0.05285 1.35238
O -0.35543 0.30146 3.61954
P 2.28924 1.44375 0.65837
S -0.15130 0.58383 2.24160
H 1.35250 0.69881 -1.89693
H 0.00531 -0.25844 -2.57802
H 1.64255 -0.85814 -1.77460
H -2.30051 -1.84172 -0.78812
H -2.79626 -0.12243 -1.43702
H -3.16580 -0.73090 0.21018
H 3.21945 0.49551 0.08258
H 3.17517 1.56583 1.65098
```

Summary:
E = -28966.8004 eV
Orbital gap (spin up / spin down) = 6.688 / 6.255 eV
<S²> = 2.05
Energy above the lowest of the compared OMol25 structures with the same formula, charge and spin = 164.3 kJ/mol
E_HOMO (spin up / spin down) = -7.88 / -8.52 eV
2S+1 = 3

In elementary charge units, the Mulliken charges are: -0.063, -0.098, 1.016, -1.243, -1.114, -0.514, -0.552, -0.090, 0.517, 0.357, 0.363, 0.303, 0.310, 0.290, 0.372, 0.072, 0.073



# C5H8O

The ion C5H8O with charge -1 in a non-equilibrium geometry (ωB97M-V with the def2-TZVPD basis set, OMol25).

Structure (XYZ):
```
14
C5H8O ωB97M-V with the def2-TZVPD basis set
C 1.64219 1.35630 -1.12245
C 0.98386 0.22403 -0.31109
C -0.32357 0.14055 0.05100
O -1.15700 1.28500 0.08586
C -1.02705 -1.13959 0.41475
C -0.38429 -2.30010 0.88570
H 2.26222 0.91526 -1.91036
H 0.90026 2.13858 -1.62072
H 2.33231 1.93414 -0.45679
H 1.65082 -0.48837 0.21393
H -0.80972 2.01557 0.65199
H -2.19077 -1.04010 0.56662
H 0.72147 -2.31172 1.15534
H -0.95746 -3.13049 1.20571
```

Summary:
E = -7359.1025 eV
Orbital gap (spin up / spin down) = 3.849 / 6.423 eV
<S²> = 0.76
Energy above the lowest of the compared OMol25 structures with the same formula, charge and spin = 85.0 kJ/mol
E_HOMO (spin up / spin down) = 0.32 / -2.39 eV
Total charge = -1
2S+1 = 2

In elementary charge units, the Mulliken charges are: -0.987, -0.309, 0.070, -0.514, -0.206, -0.776, 0.286, 0.223, 0.216, 0.132, 0.262, 0.181, 0.150, 0.271



# C5H8O

A cluster of 2 separate species, C5H8O in total (ωB97M-V with the def2-TZVPD basis set, OMol25).

Structure (XYZ):
```
14
C5H8O ωB97M-V with the def2-TZVPD basis set
C 0.00327 -1.76560 -0.24333
C 0.98918 -1.14823 0.42257
C 1.32658 0.21456 0.03040
C 0.30755 0.90705 -0.50533
C -1.10928 0.37819 -0.52565
O -1.82976 0.22979 0.44112
H -0.20448 -1.53552 -1.28242
H -0.65347 -2.49424 0.21484
H 1.42934 -1.61050 1.29849
H 2.30745 0.65517 0.21489
H 0.44149 1.87616 -0.98504
H -1.52087 0.22834 -1.54133
H -1.14532 1.91399 1.22578
H -0.64234 2.45544 1.13518
```

Summary:
E = -7358.4876 eV
Orbital gap = 9.498 eV
Energy above the lowest of the compared OMol25 structures with the same formula, charge and spin = 363.5 kJ/mol
E_HOMO = -9.04 eV
Structure (SMILES) = C=C/C=C\C=O.[H][H]
2S+1 = 1

In elementary charge units, the Mulliken charges are: -0.813, -0.120, -0.120, -0.634, -0.032, -0.476, 0.374, 0.280, 0.338, 0.375, 0.504, 0.333, -0.160, 0.152